[1]
{
  "formula": "C6H14N2O",
  "method": "wB97M-V/def2-TZVPD",
  "spin_multiplicity": 1,
  "relative_energy_kcal_mol": 240.92,
  "e_lumo_ev": 0.36,
  "e_tot_ha": -421.41635,
  "elements": ["C", "C", "C", "C", "C", "C", "H", "H", "H", "H", "H", "H", "H", "H", "H", "H", "H", "H", "H", "H", "N", "N", "O"],
  "xyz": [[-2.448, 0.465, -0.547], [-1.641, -0.512, 0.251], [-1.103, -1.631, -0.731], [-0.694, 0.099, 1.229], [0.593, 0.786, 0.746], [1.599, -0.001, -0.108], [-1.815, 1.157, -1.140], [-3.501, -0.089, -0.890], [-3.358, 0.922, 0.195], [-2.381, -0.851, 1.117], [-0.486, -1.210, -1.199], [-2.079, -2.400, -1.184], [-0.611, -2.474, -0.085], [-0.878, 0.852, 2.188], [-0.112, -1.061, 1.993], [1.178, 1.163, 1.817], [0.727, 2.247, -0.993], [0.169, 2.679, 0.102], [2.157, -1.327, 1.673], [2.526, -1.750, 0.064], [0.128, 1.931, -0.200], [1.961, -1.209, 0.473], [2.000, 0.232, -1.327]],
  "forces_ev_per_a": [[-6.0, 0.1, 1.7], [-3.0, -1.3, 2.1], [-10.9, -9.3, 10.0], [4.8, -1.4, 4.5], [1.4, 3.1, -0.6], [1.6, -1.5, -3.4], [-1.4, -0.4, 0.1], [3.4, 0.7, -1.0], [3.4, 0.5, -1.1], [1.0, -0.5, -2.3], [8.7, 5.4, -8.3], [3.0, 3.2, 0.7], [-0.4, 1.7, -1.1], [-1.2, -2.2, -2.8], [-1.8, 3.3, -2.1], [-1.3, -0.8, -3.2], [0.2, -2.4, 0.1], [-0.4, 16.3, 8.8], [-1.3, 0.9, -5.0], [5.6, -4.9, -4.5], [0.7, -15.4, -6.5], [-4.3, 5.2, 8.8], [-2.0, -0.4, 5.2]]
}

[2]
{
  "formula": "C6H14N2O2",
  "method": "wB97M-V/def2-TZVPD",
  "spin_multiplicity": 1,
  "smiles": "CNC(C)=O.CNC(C)=O",
  "relative_energy_kcal_mol": 27.53,
  "e_lumo_ev": 0.57,
  "e_tot_ha": -497.01366,
  "elements": ["C", "N", "C", "C", "O", "H", "H", "H", "H", "H", "H", "H", "C", "N", "C", "C", "O", "H", "H", "H", "H", "H", "H", "H"],
  "xyz": [[-0.470, 2.689, -1.076], [-0.656, 1.966, 0.178], [-1.899, 1.404, 0.380], [-2.146, 0.650, 1.656], [-2.741, 1.419, -0.498], [-0.044, 3.669, -0.877], [0.257, 2.172, -1.728], [-1.300, 2.693, -1.770], [0.179, 1.801, 0.728], [-3.143, 0.224, 1.561], [-1.512, -0.224, 1.705], [-2.068, 1.345, 2.488], [1.685, -1.500, -2.113], [1.448, -0.980, -0.789], [1.502, -1.805, 0.292], [1.239, -1.117, 1.653], [1.793, -2.976, 0.245], [1.616, -2.562, -2.331], [1.005, -1.013, -2.824], [2.662, -1.235, -2.520], [1.105, -0.046, -0.716], [0.164, -1.071, 1.771], [1.733, -1.748, 2.386], [1.705, -0.140, 1.751]],
  "forces_ev_per_a": [[1.7, -0.5, -0.7], [-0.8, 0.3, -0.9], [0.5, -1.0, -0.5], [-0.5, 0.2, -0.4], [-0.1, 0.4, 0.1], [-0.3, 0.2, -0.1], [0.3, 0.0, 0.4], [-0.7, 0.3, 0.8], [-0.7, 0.0, 0.2], [-0.1, 0.4, 0.2], [0.5, 0.2, 0.4], [0.1, -0.4, 0.3], [0.1, 0.9, -1.9], [0.2, -1.5, -0.3], [0.3, 1.3, 1.1], [0.6, -0.7, -0.8], [0.0, -0.4, -0.4], [-0.4, -0.2, 1.1], [-0.1, -0.1, 0.3], [0.3, 0.1, 0.4], [-0.1, 0.2, 0.2], [0.0, 0.0, 0.4], [-0.4, -0.1, 0.2], [-0.2, 0.3, -0.3]]
}

[3]
{
  "formula": "C6H14N2O2",
  "method": "wB97M-V/def2-TZVPD",
  "spin_multiplicity": 1,
  "smiles": "CNC(C)=O.CNC(C)=O",
  "relative_energy_kcal_mol": 19.39,
  "e_lumo_ev": 0.52,
  "e_tot_ha": -497.02664,
  "elements": ["C", "N", "C", "C", "O", "H", "H", "H", "H", "H", "H", "H", "C", "N", "C", "C", "O", "H", "H", "H", "H", "H", "H", "H"],
  "xyz": [[1.446, 1.045, 2.262], [0.100, 1.424, 1.831], [-0.919, 0.516, 1.871], [-2.278, 1.076, 1.525], [-0.693, -0.677, 1.949], [1.395, 0.354, 3.099], [1.970, 0.578, 1.428], [2.008, 1.950, 2.477], [-0.153, 2.380, 2.049], [-2.990, 0.248, 1.464], [-2.669, 1.847, 2.179], [-2.262, 1.326, 0.471], [0.859, 0.640, -2.770], [0.316, -0.320, -1.826], [0.497, -1.651, -1.961], [-0.044, -2.562, -0.900], [1.131, -2.092, -2.911], [0.293, 0.458, -3.693], [0.874, 1.642, -2.381], [1.830, 0.288, -3.121], [-0.222, 0.005, -1.042], [-0.739, -2.057, -0.236], [-0.502, -3.390, -1.433], [0.752, -3.029, -0.330]],
  "forces_ev_per_a": [[-0.2, 0.0, -0.8], [0.1, 0.7, 0.8], [0.3, -0.1, -0.9], [-0.6, -1.3, -0.3], [-0.1, 0.0, 0.3], [0.2, 0.0, 0.1], [0.0, -0.3, 0.1], [-0.1, 0.0, 0.3], [-0.1, -0.2, -0.2], [0.1, 0.0, 0.7], [0.1, 0.3, -0.1], [0.2, 0.9, -0.1], [-0.2, -1.9, -1.2], [-0.2, 0.4, 1.1], [1.0, -0.2, -0.6], [-0.3, 0.0, -0.2], [-0.1, 0.0, 0.0], [-0.2, 1.0, 0.0], [-0.2, 0.3, 0.0], [0.4, 0.3, 0.6], [0.1, 0.1, 0.0], [-0.1, -0.2, 0.2], [-0.4, 0.0, 0.0], [0.3, 0.3, 0.1]]
}